{"formula": "C9H21ClN3NiO3", "method": "the ωB97M-V functional and the def2-TZVPD basis", "total_charge": 1, "s_squared": 2.01, "e_homo_ev": [-10.79, -10.79], "e_tot_ha": -2713.5651, "multiplicity": 3, "orbital_gap_ev": [6.265, 2.231], "species": ["Ni", "Cl", "C", "C", "O", "N", "C", "H", "H", "H", "H", "H", "H", "H", "C", "C", "O", "N", "C", "H", "H", "H", "H", "H", "H", "H", "C", "C", "O", "N", "C", "H", "H", "H", "H", "H", "H", "H"], "coordinates": [[-18.477, 10.251, -0.294], [-16.443, 10.780, -2.968], [-12.646, 6.436, -5.483], [-11.930, 7.742, -5.641], [-11.009, 7.814, -6.471], [-12.116, 8.714, -4.730], [-11.283, 9.884, -4.615], [-12.147, 5.762, -4.786], [-12.824, 5.979, -6.456], [-13.626, 6.682, -5.073], [-12.975, 8.732, -4.199], [-10.235, 9.862, -4.913], [-11.281, 10.327, -3.618], [-11.671, 10.632, -5.306], [-15.311, 10.990, -8.342], [-15.583, 12.509, -8.180], [-15.324, 13.272, -9.163], [-16.153, 13.015, -7.074], [-16.488, 14.518, -6.949], [-14.275, 10.844, -8.646], [-16.035, 10.410, -8.914], [-15.327, 10.672, -7.299], [-16.258, 12.554, -6.182], [-17.528, 14.584, -6.629], [-16.557, 14.931, -7.955], [-15.759, 15.104, -6.389], [-15.616, 12.980, 3.675], [-16.258, 13.376, 2.293], [-17.101, 12.629, 1.895], [-16.056, 14.570, 1.721], [-16.599, 15.058, 0.435], [-15.126, 13.786, 4.220], [-14.868, 12.267, 3.330], [-16.373, 12.533, 4.320], [-15.463, 15.282, 2.123], [-16.098, 15.918, -0.010], [-17.591, 15.380, 0.753], [-16.779, 14.179, -0.184]], "mulliken_spin": [1.00, 0.01, 0.08, -0.03, 0.88, 0.06, 0.00, 0.00, 0.00, 0.01, 0.00, 0.00, 0.00, 0.00, 0.00, 0.00, 0.00, 0.00, 0.00, 0.00, 0.00, 0.00, 0.00, 0.00, 0.00, 0.00, 0.00, 0.00, 0.00, 0.00, 0.00, 0.00, 0.00, 0.00, 0.00, 0.00, 0.00, 0.00]}

---

{"formula": "C5H8O", "method": "the ωB97M-V functional and the def2-TZVPD basis", "e_homo_ev": -8.80, "e_tot_ha": -270.4070, "smiles": "C/C=C/O.C#C", "orbital_gap_ev": 9.812, "species": ["C", "C", "C", "C", "C", "O", "H", "H", "H", "H", "H", "H", "H", "H"], "coordinates": [[-1.980, 0.773, -0.101], [1.194, -2.081, -0.111], [-0.532, 1.071, -0.515], [1.281, -2.728, 0.909], [0.528, 0.849, 0.270], [1.801, 1.355, -0.101], [-1.870, -0.010, 0.593], [-2.391, 1.710, 0.321], [0.538, -1.700, -0.885], [-2.517, 0.424, -0.937], [-0.276, 1.608, -1.367], [1.717, -3.088, 1.800], [0.796, 0.136, 1.120], [1.711, 1.680, -0.996]], "nbo_charge": [-0.62, -0.24, -0.31, -0.23, 0.13, -0.70, 0.22, 0.22, 0.24, 0.21, 0.18, 0.23, 0.22, 0.46]}

---

{"formula": "C9H14ClNO", "method": "the ωB97M-V functional and the def2-TZVPD basis", "e_homo_ev": -9.13, "e_tot_ha": -941.3560, "smiles": "C[C@H](Cl)[C@H]1C[C@@H](C#[N+][O-])C[C@@H]1C", "orbital_gap_ev": 9.789, "species": ["C", "C", "C", "C", "C", "C", "C", "C", "C", "N", "O", "Cl", "H", "H", "H", "H", "H", "H", "H", "H", "H", "H", "H", "H", "H", "H"], "coordinates": [[0.315, -0.331, -1.668], [-0.506, -1.706, 0.097], [0.669, -1.563, -0.747], [-0.186, 0.596, -0.570], [-0.956, -0.348, 0.375], [1.895, -1.245, -0.065], [0.950, 1.206, 0.300], [-2.515, -0.132, -0.043], [0.356, 2.276, 1.234], [2.946, -1.389, 0.413], [4.016, -1.223, 0.889], [2.073, 2.079, -0.740], [1.093, -0.096, -2.309], [-0.575, -0.594, -2.291], [-1.384, -2.243, -0.263], [-0.193, -2.153, 1.023], [0.823, -2.578, -1.330], [-0.886, 1.371, -0.949], [-1.020, -0.078, 1.497], [1.455, 0.561, 1.183], [-2.827, -0.413, -1.034], [-2.906, 0.841, 0.174], [-3.127, -0.681, 0.592], [-0.391, 2.956, 0.644], [1.206, 2.895, 1.438], [-0.323, 1.992, 2.148]], "nbo_charge": [-0.39, -0.44, -0.29, -0.24, -0.20, 0.17, -0.23, -0.61, -0.63, 0.21, -0.42, -0.04, 0.23, 0.21, 0.23, 0.22, 0.25, 0.24, 0.23, 0.25, 0.20, 0.21, 0.20, 0.20, 0.23, 0.22]}

---

{"formula": "C9H19NO3P", "method": "the ωB97M-V functional and the def2-TZVPD basis", "total_charge": 1, "e_homo_ev": -13.76, "e_tot_ha": -975.9243, "smiles": "CCOP(=O)(OCC)[C@]1(C)C=CC[NH2+]1", "orbital_gap_ev": 10.742, "species": ["C", "C", "C", "C", "C", "C", "C", "C", "C", "N", "O", "O", "O", "P", "H", "H", "H", "H", "H", "H", "H", "H", "H", "H", "H", "H", "H", "H", "H", "H", "H", "H", "H"], "coordinates": [[2.902, -0.983, -0.051], [1.907, -0.549, -0.854], [3.103, 0.063, 1.043], [1.100, 0.619, -0.350], [1.093, 1.784, -1.413], [-3.621, 0.704, -0.026], [-0.102, -2.752, 0.200], [-2.689, 1.824, 0.307], [-1.362, -2.187, -0.331], [1.914, 0.933, 0.931], [-0.560, 0.041, 1.658], [-1.397, 1.679, -0.211], [-1.168, -0.725, -0.761], [-0.594, 0.354, 0.221], [3.794, -1.615, -0.119], [1.468, -0.969, -1.748], [3.331, -0.259, 2.034], [3.970, 0.569, 0.619], [1.244, 2.756, -1.043], [0.312, 1.871, -2.098], [1.970, 1.696, -2.100], [-3.664, 0.534, -1.090], [-3.090, -0.050, 0.548], [-4.694, 1.039, 0.230], [0.650, -2.699, -0.524], [0.123, -2.209, 1.110], [-0.170, -3.822, 0.520], [-2.584, 1.733, 1.431], [-3.014, 2.876, 0.011], [-2.205, -2.174, 0.325], [-1.624, -2.711, -1.281], [1.338, 0.665, 1.731], [2.319, 1.964, 1.081]], "nbo_charge": [-0.17, -0.18, -0.27, -0.30, -0.63, -0.64, -0.66, -0.07, -0.04, -0.54, -1.11, -0.80, -0.86, 2.42, 0.26, 0.25, 0.25, 0.23, 0.24, 0.27, 0.23, 0.22, 0.20, 0.25, 0.21, 0.23, 0.25, 0.18, 0.21, 0.21, 0.21, 0.48, 0.46]}

---

{"formula": "C32H80N2O9", "method": "the ωB97M-V functional and the def2-TZVPD basis", "e_homo_ev": -7.54, "e_tot_ha": -2053.6452, "smiles": "CC1(C)CCCC(C)(C)N1O.CC1(C)CCCC(C)(C)N1O.CCO.CCO.CCO.CCO.CCO.CCO.CCO", "orbital_gap_ev": 7.860, "species": ["C", "C", "C", "C", "C", "C", "N", "O", "C", "C", "C", "H", "H", "H", "H", "H", "H", "H", "H", "H", "H", "H", "H", "H", "H", "H", "H", "H", "H", "H", "C", "C", "C", "C", "C", "C", "N", "O", "C", "C", "C", "H", "H", "H", "H", "H", "H", "H", "H", "H", "H", "H", "H", "H", "H", "H", "H", "H", "H", "H", "C", "C", "O", "H", "H", "H", "H", "H", "H", "C", "C", "O", "H", "H", "H", "H", "H", "H", "C", "C", "O", "H", "H", "H", "H", "H", "H", "C", "C", "O", "H", "H", "H", "H", "H", "H", "C", "C", "O", "H", "H", "H", "H", "H", "H", "C", "C", "O", "H", "H", "H", "H", "H", "H", "C", "C", "O", "H", "H", "H", "H", "H", "H"], "coordinates": [[-5.854, -1.065, 2.205], [-4.535, -0.734, 2.876], [-3.546, -0.205, 1.835], [-3.775, 1.246, 1.478], [-3.533, 2.112, 2.689], [-4.554, 1.692, 3.748], [-4.624, 0.266, 3.971], [-5.399, -0.166, 5.096], [-4.065, 2.368, 5.049], [-5.928, 2.245, 3.488], [-3.922, -2.019, 3.471], [-6.070, -0.281, 1.479], [-6.657, -1.210, 2.928], [-5.824, -1.985, 1.622], [-2.549, -0.487, 2.171], [-3.651, -0.670, 0.855], [-4.737, 1.366, 0.980], [-3.011, 1.463, 0.731], [-3.547, 3.193, 2.555], [-2.519, 1.902, 3.030], [-4.908, 2.365, 5.740], [-3.242, 1.849, 5.541], [-3.793, 3.392, 4.795], [-6.592, 2.182, 4.350], [-5.787, 3.310, 3.306], [-6.418, 1.655, 2.714], [-3.049, -1.813, 4.090], [-3.601, -2.572, 2.589], [-4.645, -2.603, 4.041], [-4.651, -0.509, 5.591], [4.781, -3.293, 0.210], [5.453, -2.231, -0.586], [6.937, -2.740, -0.598], [7.728, -1.931, -1.584], [7.272, -2.050, -3.034], [5.748, -1.782, -3.111], [4.960, -2.285, -1.953], [3.588, -2.103, -2.163], [5.475, -0.193, -3.235], [5.218, -2.469, -4.380], [5.246, -0.771, -0.046], [4.863, -3.379, 1.293], [4.866, -4.275, -0.256], [3.703, -3.131, 0.212], [7.356, -2.420, 0.356], [7.102, -3.812, -0.703], [8.750, -2.311, -1.604], [7.887, -0.897, -1.279], [7.441, -3.081, -3.344], [7.949, -1.476, -3.667], [5.969, 0.387, -2.455], [5.872, 0.289, -4.129], [4.420, 0.037, -3.378], [4.178, -2.496, -4.707], [5.711, -2.134, -5.293], [5.360, -3.539, -4.230], [4.219, -0.418, -0.133], [5.909, -0.018, -0.473], [5.547, -0.836, 1.000], [3.497, -1.160, -2.009], [-4.024, 0.617, -3.594], [-3.975, 0.926, -2.130], [-4.136, 2.286, -1.879], [-4.963, 0.937, -4.047], [-3.986, -0.459, -3.767], [-3.231, 1.085, -4.177], [-3.032, 0.733, -1.618], [-4.761, 0.331, -1.667], [-3.394, 2.771, -2.247], [2.994, 5.257, 1.962], [2.806, 3.743, 1.896], [2.781, 3.074, 3.174], [2.987, 5.678, 0.957], [3.930, 5.549, 2.438], [2.125, 5.626, 2.507], [3.591, 3.310, 1.276], [1.854, 3.512, 1.417], [1.940, 3.243, 3.604], [1.478, -0.452, 4.757], [0.788, 0.762, 5.263], [-0.372, 0.440, 6.095], [1.739, -1.119, 5.579], [2.414, -0.118, 4.311], [0.798, -0.994, 4.099], [0.493, 1.371, 4.409], [1.434, 1.400, 5.865], [-0.036, 0.139, 6.942], [-0.010, 3.274, -2.532], [-0.983, 4.401, -2.314], [-2.221, 4.183, -2.987], [-0.424, 2.265, -2.534], [0.740, 3.311, -1.743], [0.478, 3.390, -3.500], [-0.541, 5.326, -2.683], [-1.293, 4.598, -1.288], [-2.745, 4.978, -2.867], [0.296, -2.574, -5.213], [0.311, -1.183, -4.479], [-0.604, -1.314, -3.424], [0.669, -3.422, -4.639], [1.041, -2.611, -6.008], [-0.661, -2.857, -5.652], [-0.063, -0.481, -5.224], [1.296, -0.883, -4.121], [-1.459, -1.601, -3.752], [-3.366, -2.797, -1.381], [-3.501, -3.896, -2.424], [-4.901, -4.109, -2.653], [-3.813, -3.048, -0.419], [-3.798, -1.863, -1.741], [-2.302, -2.634, -1.210], [-3.092, -4.793, -1.959], [-2.918, -3.622, -3.303], [-5.188, -3.570, -3.394], [0.484, 0.774, 1.157], [0.525, 0.009, -0.246], [-0.662, -0.673, -0.481], [0.068, 0.177, 1.968], [-0.211, 1.614, 1.179], [1.439, 1.197, 1.471], [1.347, -0.703, -0.328], [0.539, 0.735, -1.058], [-0.737, -1.015, -1.375]], "lowdin_charge": [-0.03, -0.51, -0.14, -0.18, -0.13, -0.55, -0.11, 0.01, -0.04, -0.03, -0.03, 0.07, 0.09, 0.08, 0.12, 0.11, 0.11, 0.10, 0.12, 0.12, 0.07, 0.08, 0.08, 0.08, 0.09, 0.08, 0.08, 0.08, 0.08, 0.10, -0.06, -0.50, -0.12, -0.21, -0.12, -0.44, -0.13, -0.01, -0.02, -0.05, 0.00, 0.09, 0.09, 0.08, 0.12, 0.13, 0.11, 0.11, 0.11, 0.12, 0.06, 0.07, 0.07, 0.07, 0.08, 0.08, 0.07, 0.06, 0.08, 0.06, -0.08, -0.36, -0.08, 0.08, 0.05, 0.07, 0.10, 0.11, 0.04, -0.08, -0.32, -0.09, 0.07, 0.08, 0.07, 0.11, 0.09, 0.07, -0.10, -0.31, -0.09, 0.07, 0.08, 0.07, 0.09, 0.11, 0.07, -0.07, -0.30, -0.09, 0.06, 0.07, 0.08, 0.11, 0.11, 0.10, -0.08, -0.27, -0.10, 0.07, 0.06, 0.07, 0.11, 0.11, 0.07, -0.08, -0.29, -0.08, 0.08, 0.05, 0.06, 0.11, 0.10, 0.08, -0.04, -0.28, -0.10, 0.05, 0.06, 0.05, 0.10, 0.08, 0.03]}

---

{"formula": "C5H14N2", "method": "the ωB97M-V functional and the def2-TZVPD basis", "e_homo_ev": -8.58, "e_tot_ha": -308.3898, "smiles": "C[C@H](N)CN(C)C", "orbital_gap_ev": 9.678, "species": ["N", "C", "C", "C", "N", "C", "C", "H", "H", "H", "H", "H", "H", "H", "H", "H", "H", "H", "H", "H", "H"], "coordinates": [[0.205, 0.255, -2.554], [0.056, 0.661, -1.162], [-1.119, 1.609, -0.931], [-0.060, -0.582, -0.299], [0.179, -0.257, 1.107], [1.612, -0.265, 1.393], [-0.530, -1.164, 2.008], [-0.470, -0.483, -2.783], [-0.107, 0.984, -3.197], [0.995, 1.129, -0.865], [-1.143, 2.027, 0.075], [-0.995, 2.411, -1.663], [-2.060, 1.080, -1.081], [-1.056, -1.021, -0.404], [0.629, -1.362, -0.656], [2.196, -0.089, 0.490], [1.937, -1.279, 1.696], [1.894, 0.455, 2.148], [-1.535, -1.267, 1.622], [-0.029, -2.135, 2.064], [-0.600, -0.709, 2.992]], "nbo_charge": [-0.83, -0.06, -0.62, -0.22, -0.44, -0.42, -0.40, 0.34, 0.35, 0.18, 0.22, 0.20, 0.20, 0.19, 0.18, 0.20, 0.17, 0.20, 0.20, 0.16, 0.20]}

---

{"formula": "C24H34AsF6MoN4O7S4", "method": "the ωB97M-V functional and the def2-TZVPD basis", "total_charge": -1, "s_squared": 2.02, "e_homo_ev": [-2.79, -3.43], "e_tot_ha": -6176.5292, "multiplicity": 3, "orbital_gap_ev": [5.290, 5.890], "species": ["Mo", "C", "C", "S", "C", "C", "S", "H", "H", "H", "H", "H", "H", "F", "C", "F", "F", "S", "O", "O", "N", "S", "O", "O", "C", "F", "F", "F", "C", "N", "C", "C", "C", "N", "C", "O", "N", "H", "H", "H", "H", "H", "H", "H", "C", "As", "C", "C", "C", "C", "C", "C", "C", "C", "H", "H", "H", "H", "H", "H", "H", "H", "H", "H", "H", "H", "H", "C", "C", "C", "O", "C", "H", "H", "H", "H", "H", "H", "H", "H", "O"], "coordinates": [[-0.937, -0.426, -0.374], [-2.608, 2.366, -4.448], [-2.249, 1.732, -3.118], [-1.876, 0.086, -3.101], [-2.320, 2.409, -1.913], [-2.863, 3.824, -1.897], [-1.948, 1.832, -0.360], [-2.516, 1.622, -5.238], [-1.942, 3.196, -4.702], [-3.633, 2.745, -4.471], [-3.118, 4.199, -2.885], [-2.125, 4.490, -1.449], [-3.750, 3.861, -1.264], [-6.148, -0.506, 2.430], [-4.858, -0.156, 2.453], [-4.649, 0.760, 1.516], [-4.591, 0.384, 3.645], [-3.770, -1.628, 2.203], [-2.485, -1.078, 1.884], [-3.941, -2.391, 3.399], [-4.473, -2.377, 0.998], [-4.005, -2.446, -0.479], [-4.071, -3.774, -1.005], [-2.808, -1.696, -0.821], [-5.316, -1.522, -1.382], [-6.504, -2.101, -1.209], [-5.031, -1.514, -2.685], [-5.385, -0.264, -0.955], [1.655, -0.524, -5.519], [1.194, -1.505, -4.557], [1.677, -2.836, -4.575], [0.964, -3.779, -3.815], [0.010, -3.346, -2.930], [-0.186, -1.981, -2.720], [0.301, -1.166, -3.606], [-0.111, 0.090, -3.624], [-0.814, -4.144, -2.191], [2.357, -1.015, -6.189], [2.156, 0.309, -5.027], [0.823, -0.129, -6.102], [2.424, -3.065, -5.316], [1.169, -4.835, -3.937], [-0.927, -5.110, -2.431], [-1.562, -3.695, -1.693], [0.345, 4.069, 3.651], [0.181, 2.464, 2.516], [1.641, 2.864, 1.274], [1.140, 1.199, 3.719], [2.519, 1.565, 4.147], [3.620, 1.325, 3.323], [4.900, 1.683, 3.715], [5.113, 2.296, 4.943], [4.030, 2.538, 5.776], [2.751, 2.173, 5.381], [1.365, 4.238, 4.000], [-0.317, 3.966, 4.511], [0.015, 4.933, 3.072], [2.530, 3.241, 1.778], [1.278, 3.614, 0.569], [1.867, 1.961, 0.708], [1.108, 0.241, 3.199], [0.480, 1.116, 4.586], [3.465, 0.838, 2.367], [5.738, 1.481, 3.058], [6.113, 2.577, 5.249], [4.181, 3.008, 6.740], [1.910, 2.361, 6.040], [3.519, -2.107, 0.057], [2.763, -2.283, 1.373], [1.538, -3.065, 0.918], [1.265, -2.625, -0.412], [2.375, -1.887, -0.926], [4.075, -3.014, -0.192], [4.216, -1.267, 0.070], [2.445, -1.313, 1.759], [3.338, -2.803, 2.139], [0.659, -2.857, 1.529], [1.725, -4.145, 0.910], [2.105, -0.825, -0.963], [2.586, -2.232, -1.940], [0.205, -0.228, 0.815]], "mulliken_spin": [0.97, 0.00, -0.02, 0.00, 0.00, 0.00, 0.00, 0.00, 0.00, 0.00, 0.00, 0.00, 0.00, 0.00, 0.00, 0.00, 0.00, 0.00, -0.01, 0.00, 0.00, 0.01, 0.00, 0.06, 0.00, 0.00, 0.00, 0.00, -0.02, 0.03, 0.66, -0.17, 0.31, 0.06, -0.02, 0.00, 0.08, 0.02, 0.00, 0.00, 0.05, -0.01, 0.00, -0.02, 0.00, 0.00, 0.00, 0.00, 0.00, 0.00, 0.00, 0.00, 0.00, 0.00, 0.00, 0.00, 0.00, 0.00, 0.00, 0.00, 0.00, 0.00, 0.00, 0.00, 0.00, 0.00, 0.00, 0.01, 0.00, 0.00, 0.01, 0.00, 0.00, 0.00, 0.00, 0.00, 0.00, 0.00, 0.02, 0.01, -0.06]}

---

{"formula": "C6H9NO2S", "method": "the ωB97M-V functional and the def2-TZVPD basis", "e_homo_ev": [-8.12, -9.45], "e_tot_ha": -837.2706, "orbital_gap_ev": [6.012, 8.529], "species": ["C", "C", "C", "C", "C", "C", "N", "O", "O", "S", "H", "H", "H", "H", "H", "H", "H", "H", "H"], "coordinates": [[1.360, 0.400, -1.507], [1.489, 1.278, 2.233], [0.301, 0.464, 2.056], [1.394, 0.420, 0.955], [-2.779, -0.982, -2.750], [1.221, 1.050, -0.289], [1.434, -0.216, -2.492], [-1.994, -1.789, -0.421], [-1.884, 0.647, -0.751], [-1.587, -0.677, -1.232], [1.292, 2.402, 2.278], [2.095, 0.947, 3.037], [0.312, -0.545, 2.494], [-0.785, 0.720, 1.862], [1.913, -0.543, 0.898], [-2.610, -0.059, -3.372], [-2.567, -1.917, -3.294], [-3.797, -1.119, -2.275], [0.959, 2.073, -0.205]], "nbo_charge": [0.21, -0.41, -0.39, -0.27, -0.77, -0.21, -0.32, -0.86, -0.88, 1.79, 0.23, 0.23, 0.22, 0.25, 0.24, 0.24, 0.24, 0.25, 0.23]}